Record 1
Density functional theory data (ωB97M-V/def2-TZVPD) for a structure of composition C18H28BO8Y at a distorted geometry.

Last column: Mulliken charge in e.
Positions of all 56 atoms, in Å:
Y (-0.80, -0.16, -0.69)  0.65
C (-2.35, 2.80, -0.35)  -0.71
C (-1.28, 2.72, 0.74)  -0.35
O (-0.15, 2.06, 0.15)  -0.11
C (1.03, 2.16, 0.97)  -0.51
C (2.10, 1.40, 0.23)  -0.75
O (1.54, 0.09, 0.01)  0.32
C (2.51, -0.95, -0.18)  -0.68
C (1.72, -2.22, 0.00)  -0.52
O (0.58, -2.12, -0.89)  -0.25
C (0.70, -2.90, -2.09)  -0.45
C (-0.60, -2.67, -2.83)  -0.84
O (-0.81, -1.24, -2.92)  -0.22
C (-0.22, -0.60, -4.08)  -0.69
C (0.78, 0.43, -3.58)  -0.41
O (0.14, 1.19, -2.55)  -0.16
C (-0.64, 2.33, -2.97)  -0.57
C (-2.09, 2.03, -2.64)  -0.67
O (-2.18, 1.67, -1.25)  -0.51
H (-2.26, 3.71, -0.94)  0.45
H (-3.35, 2.75, 0.08)  0.40
H (-1.61, 2.16, 1.61)  0.18
H (-0.99, 3.73, 1.04)  0.53
H (0.83, 1.71, 1.94)  0.14
H (1.30, 3.21, 1.09)  0.46
H (3.00, 1.33, 0.83)  0.54
H (2.34, 1.86, -0.74)  0.24
H (3.30, -0.87, 0.57)  0.51
H (2.96, -0.86, -1.18)  0.26
H (1.31, -2.28, 1.01)  0.05
H (2.29, -3.12, -0.22)  0.54
H (0.82, -3.95, -1.85)  0.50
H (1.56, -2.56, -2.67)  0.34
H (-1.44, -3.07, -2.26)  0.32
H (-0.62, -3.12, -3.82)  0.48
H (-1.03, -0.13, -4.64)  0.26
H (0.25, -1.35, -4.72)  0.55
H (1.13, 1.07, -4.39)  0.53
H (1.64, -0.04, -3.12)  0.08
H (-0.53, 2.49, -4.04)  0.62
H (-0.26, 3.20, -2.44)  0.30
H (-2.44, 1.16, -3.21)  0.26
H (-2.76, 2.86, -2.86)  0.55
O (-0.93, 0.25, 2.71)  0.15
B (-0.98, -0.74, 1.71)  0.71
O (-0.70, -1.98, 2.29)  -0.72
C (-0.51, -1.76, 3.64)  0.80
C (-0.22, -2.67, 4.63)  -1.01
C (-0.07, -2.15, 5.91)  -0.54
C (-0.21, -0.79, 6.17)  -0.60
C (-0.50, 0.12, 5.16)  -1.00
C (-0.64, -0.41, 3.90)  0.72
H (-0.12, -3.72, 4.42)  0.51
H (0.16, -2.82, 6.73)  0.42
H (-0.09, -0.43, 7.19)  0.42
H (-0.62, 1.17, 5.36)  0.50

Values from the calculation:
gap between HOMO and LUMO	0.27267	Eh
net charge	+2
LUMO	-5.7	eV
energy relative to the best compared isomer or geometry (same formula, charge and spin)	74.65	kJ/mol
E_HOMO	-13.095	eV

---

Record 2
Density functional theory data (ωB97M-V/def2-TZVPD) for a cluster of 3 separate species, C18H28Br2F9NO8S in total.

Last column: Mulliken charge in e.
Positions of all 67 atoms, in Å:
C (1.34, -2.51, 0.23)  -0.59
O (2.37, -1.77, -0.40)  -0.44
C (2.69, -0.52, 0.17)  0.43
C (4.21, -0.36, 0.11)  -1.63
C (1.97, 0.53, -0.66)  -0.89
O (0.58, 0.35, -0.62)  0.20
C (-0.04, 0.27, -1.91)  -0.18
N (-0.20, 1.52, -2.59)  -0.54
C (-1.38, -0.43, -1.71)  -0.74
C (-2.42, 0.47, -1.04)  -0.28
C (-3.32, -0.26, -0.06)  0.26
F (-3.96, -1.32, -0.66)  -0.34
Br (-2.25, -0.96, 1.42)  -0.05
C (-4.45, 0.70, 0.47)  0.39
F (-4.94, 1.42, -0.57)  -0.23
F (-5.47, -0.05, 0.96)  -0.14
Br (-3.90, 1.99, 1.83)  -0.10
S (2.30, 2.26, -0.13)  1.46
C (0.78, 2.81, 0.61)  -0.95
O (3.30, 2.33, 0.90)  -0.70
O (2.52, 3.04, -1.33)  -0.73
H (1.72, -3.51, 0.44)  0.28
H (1.03, -2.07, 1.18)  0.26
H (0.49, -2.62, -0.44)  0.21
H (2.39, -0.45, 1.22)  0.29
H (4.62, -1.32, 0.41)  0.42
H (4.56, -0.17, -0.90)  0.34
H (4.57, 0.38, 0.81)  0.41
H (2.35, 0.47, -1.68)  0.65
H (0.56, -0.36, -2.57)  0.44
H (-0.85, 2.14, -2.12)  0.25
H (0.68, 2.00, -2.72)  0.35
H (-1.19, -1.29, -1.07)  0.13
H (-1.71, -0.80, -2.68)  0.46
H (-1.96, 1.29, -0.50)  0.08
H (-3.06, 0.91, -1.81)  0.27
H (-0.04, 2.77, -0.08)  0.17
H (1.01, 3.82, 0.95)  0.49
H (0.59, 2.20, 1.49)  0.30
C (-7.11, -1.90, 2.89)  -0.91
C (-6.66, -2.76, 4.05)  -0.28
O (-7.56, -2.62, 5.17)  -0.33
C (-8.65, -3.37, 5.14)  0.34
O (-8.97, -4.14, 4.29)  -0.51
C (-9.48, -3.14, 6.42)  0.91
F (-9.55, -1.84, 6.72)  -0.25
F (-8.90, -3.78, 7.44)  -0.25
F (-10.71, -3.60, 6.27)  -0.24
H (-7.20, -0.86, 3.20)  0.28
H (-6.38, -1.96, 2.09)  0.25
H (-8.07, -2.22, 2.51)  0.36
H (-5.69, -2.44, 4.42)  0.31
H (-6.59, -3.81, 3.77)  0.34
C (7.19, 3.86, -3.26)  -1.15
C (6.52, 2.68, -3.92)  -0.07
O (7.48, 1.64, -4.21)  -0.32
C (7.76, 0.82, -3.21)  0.35
O (7.31, 0.86, -2.10)  -0.50
C (8.75, -0.26, -3.68)  0.92
F (9.73, 0.27, -4.42)  -0.25
F (8.11, -1.17, -4.42)  -0.26
F (9.30, -0.87, -2.64)  -0.24
H (8.01, 4.23, -3.87)  0.32
H (6.46, 4.66, -3.12)  0.38
H (7.59, 3.59, -2.28)  0.31
H (6.11, 2.96, -4.89)  0.31
H (5.72, 2.28, -3.31)  0.22

Values from the calculation:
gap between HOMO and LUMO	0.36172	Eh
LUMO	-0.1	eV
E_HOMO	-9.912	eV

---

Record 3
Density functional theory data (ωB97M-V/def2-TZVPD) for a structure of composition C18H28ClIN3OP2Ti at a distorted geometry.

Last column: Mulliken charge in e.
Positions of all 55 atoms, in Å:
C (0.01, 0.60, -6.13)  -0.59
C (0.06, 1.93, -5.57)  0.67
H (-0.01, 0.68, -7.24)  0.36
H (-0.92, 0.11, -5.76)  0.31
H (0.91, 0.05, -5.79)  0.31
O (0.10, 3.08, -5.39)  -0.07
I (-0.10, 1.59, -1.54)  -0.25
Ti (-0.04, -0.76, -0.59)  0.06
P (2.49, -0.33, -0.55)  1.12
C (2.67, 1.00, 0.69)  -0.91
C (3.40, -1.76, 0.11)  -1.25
H (4.48, -1.66, -0.07)  0.42
H (4.61, 0.17, -1.59)  0.42
H (3.03, -2.66, -0.40)  0.36
H (3.36, -0.34, -2.77)  0.38
H (2.04, 0.78, 1.55)  0.08
H (3.22, -1.86, 1.18)  0.33
C (3.56, 0.27, -1.89)  -1.15
H (3.71, 1.06, 1.00)  0.43
H (3.34, 1.32, -2.13)  0.35
H (2.35, 1.95, 0.27)  0.40
P (-2.54, -0.34, -0.33)  1.06
C (-2.77, 1.04, 0.85)  -0.94
C (-3.64, 0.11, -1.71)  -1.13
H (-2.92, -2.67, 0.03)  0.36
H (-4.43, -1.73, 0.29)  0.42
H (-3.14, -1.74, 1.53)  0.33
C (-3.35, -1.76, 0.46)  -1.18
H (-3.43, -0.59, -2.53)  0.37
H (-4.69, 0.02, -1.39)  0.43
H (-3.84, 1.18, 1.05)  0.43
H (-2.34, 1.96, 0.45)  0.40
H (-3.45, 1.13, -2.06)  0.34
H (-2.27, 0.79, 1.78)  0.16
Cl (-0.13, -2.79, -1.54)  -0.35
N (-0.44, 1.80, 10.10)  -0.37
C (-0.40, 1.38, 9.00)  -0.13
C (-0.32, 0.84, 7.66)  0.42
C (-0.85, 1.53, 6.56)  -1.10
C (-0.64, 1.04, 5.26)  -0.39
C (0.07, -0.15, 5.07)  1.99
C (0.52, -0.90, 6.17)  -0.60
C (0.34, -0.38, 7.47)  -1.05
N (0.27, -0.67, 3.77)  0.34
C (0.80, -1.93, 3.44)  -0.12
C (0.64, -2.08, 2.10)  -1.54
N (0.11, -0.90, 1.56)  1.17
C (-0.09, -0.07, 2.61)  -1.45
H (-1.41, 2.45, 6.72)  0.46
H (-1.04, 1.60, 4.41)  0.28
H (1.02, -1.85, 6.04)  0.29
H (0.75, -0.90, 8.33)  0.46
H (1.17, -2.63, 4.17)  0.47
H (0.86, -2.91, 1.46)  0.59
H (-0.46, 0.94, 2.52)  0.79

Values from the calculation:
gap between HOMO and LUMO	0.19274	Eh
net charge	+3
LUMO	-10.7	eV
energy relative to the best compared isomer or geometry (same formula, charge and spin)	23.08	kJ/mol
E_HOMO	-15.980	eV